Entry 1:
Entry from the OMol25 dataset: a molecular structure, C20H35AlBeBrCl3NO11 (wB97M-V/def2-TZVPD).

Results
2S+1   1
Kohn-Sham gap   1.03 eV
Total energy   -159912.8309 eV
Total charge   -1

Structure (XYZ):
```
73
Properties=species:S:1:pos:R:3:forces:R:3
C 2.605012 -1.631167 0.025190 0.15 0.57 0.30
C 3.011748 -0.372041 0.268454 -0.76 -0.36 0.09
C 3.277436 0.593749 -0.806009 -0.65 -0.05 -0.62
O 3.617882 0.257853 -1.909381 0.02 0.19 0.12
O 3.172027 1.916808 -0.460612 0.00 0.19 -0.02
C 1.814019 2.345566 -0.532503 -0.17 0.01 0.03
C 1.553427 3.435106 0.478026 0.11 0.11 0.27
C 0.132253 3.999596 0.397041 0.14 0.07 -0.29
C -0.945333 2.932226 0.264388 0.15 -0.35 -0.06
C -1.011453 2.012269 1.482649 -0.24 0.32 0.20
C -2.313012 1.238437 1.677438 0.67 -0.09 -0.22
C -2.597218 0.056299 0.731404 0.19 1.09 0.62
O -4.008951 -0.200993 0.859313 0.11 -0.28 0.17
C -4.653209 0.635955 0.003076 -0.33 0.45 0.18
O -5.821512 0.865849 0.087466 0.16 -0.05 -0.12
C -3.682769 1.174216 -1.054432 0.27 -0.88 0.53
C -2.479822 0.301665 -0.746463 -0.08 -1.13 -1.14
O -2.804360 -0.993590 -1.383637 0.09 -0.10 0.19
N -2.016551 -1.140351 -2.566759 0.10 0.41 0.09
O -2.635927 -0.882388 -3.518036 -0.09 -0.26 -0.07
H 2.963537 -2.422271 0.671946 -0.95 0.00 0.61
H 1.901529 -1.853513 -0.766274 0.90 -0.31 -0.79
H 3.128031 -0.029277 1.286175 0.93 -0.24 0.04
H 1.580339 2.700845 -1.541526 0.15 -0.01 -0.12
H 1.168287 1.481670 -0.351878 -0.06 -0.07 0.11
H 2.266548 4.240561 0.304078 0.07 0.05 -0.01
H 1.775331 3.059276 1.477799 -0.05 -0.13 0.04
H -0.060313 4.626795 1.267501 -0.02 0.01 0.09
H 0.082579 4.659714 -0.471239 -0.08 0.04 -0.07
H -0.721692 2.350552 -0.628899 -0.10 0.01 -0.15
H -1.919243 3.386332 0.079555 -0.06 0.19 0.18
H -0.908200 2.663387 2.355307 0.03 -0.07 0.15
H -0.164159 1.326212 1.534515 0.11 -0.02 -0.13
H -3.165088 1.945465 1.732529 0.45 -0.40 -0.61
H -2.257013 0.787908 2.669605 -0.23 0.02 0.12
H -1.950210 -0.743976 1.076775 -0.51 -0.62 -0.22
H -3.425058 2.222536 -0.966526 -0.51 0.23 -0.06
H -4.145685 0.865728 -1.985069 0.21 0.56 -0.40
H -1.504255 0.546832 -1.152191 0.09 0.59 0.34
Be -4.367262 2.639513 3.163617 -0.53 0.36 0.52
C -8.506896 2.011533 -2.146895 1.09 0.38 -0.04
O -8.465347 0.904157 -1.568130 -0.54 -0.10 -0.12
O -7.275277 2.595951 -2.378784 -0.61 -0.53 0.14
O -9.518140 2.610045 -2.512121 -0.19 -0.09 -0.01
H -6.680309 1.940684 -1.973164 0.19 0.27 0.08
C 5.252512 -2.356979 5.077510 2.03 0.09 -2.05
C 5.035128 -1.093829 4.328228 -2.03 -0.17 2.26
C 5.172604 0.148371 5.122193 0.55 0.60 -0.20
O 3.763854 -1.134810 3.703710 0.18 -0.14 -0.41
H 4.339844 -2.476526 6.015342 -1.03 -0.37 0.36
H 5.150706 -3.221184 4.434845 -0.31 -0.06 0.13
H 6.222344 -2.398503 5.577396 -0.28 -0.03 0.54
H 5.856757 -1.111315 3.443557 -0.58 -0.09 0.89
H 4.360454 0.144204 5.904755 0.40 -0.13 -0.41
H 5.030671 1.035450 4.505837 0.01 -0.03 -0.06
H 6.140715 0.225702 5.611188 0.03 0.00 0.02
H 3.121946 -1.140438 4.432889 0.04 0.04 0.06
Br 5.721260 -0.166895 1.782478 0.88 -0.15 -1.49
Al 8.089158 -1.323102 1.729461 -0.31 1.37 0.84
C -2.771839 -4.697355 -7.030213 -0.57 0.11 -0.02
C -1.392125 -4.147055 -6.528295 -0.17 -0.70 -0.20
C -1.717895 -2.759768 -5.839091 -0.26 0.91 0.29
O -0.607465 -3.918685 -7.542292 0.06 0.07 0.31
H -3.242631 -4.012001 -7.731636 0.11 0.05 -0.02
H -2.621003 -5.658729 -7.515433 0.19 0.01 -0.01
H -3.430893 -4.830457 -6.170475 0.11 0.04 0.07
H -1.016783 -4.824260 -5.743349 0.33 0.11 -0.09
H -2.183771 -2.067186 -6.535431 0.04 -0.13 -0.15
H -0.806318 -2.313596 -5.451096 0.14 -0.18 -0.10
H -2.404014 -2.942230 -5.012583 0.00 -0.32 -0.08
Cl 8.124661 0.844629 3.633188 0.54 -0.98 -0.59
Cl 3.265953 -0.901681 7.158680 -0.16 -0.30 0.11
Cl 3.500446 -3.963495 6.165323 0.43 0.39 0.07
```
Forces are in eV/Å.

---

Entry 2:
Entry from the OMol25 dataset: a molecular structure, C20H35BCl4GeN6PbS2Sb (wB97M-V/def2-TZVPD).

Results
2S+1   2
ΔE to the lowest compared entry with this formula, charge and spin   442.19 kcal per mole
Kohn-Sham gap (alpha / beta)   5.64 / 5.10 eV
Total energy   -170973.5200 eV

Structure (XYZ):
```
71
Properties=species:S:1:pos:R:3:forces:R:3
Pb 0.166614 -0.335796 0.242843 0.17 -0.07 -0.12
N -0.368578 -1.386213 2.667919 0.00 -0.10 0.00
C 0.777646 -1.912554 3.413330 0.04 0.07 0.00
C 1.831056 -0.829599 3.585090 -0.01 -0.01 0.05
N 2.255325 -0.314839 2.285047 -0.09 -0.01 0.03
H -0.846586 -0.657621 3.189679 0.00 0.03 -0.05
H -1.061304 -2.105536 2.490556 0.02 -0.03 0.05
H 1.196897 -2.737785 2.832520 -0.01 0.01 0.00
H 0.500816 -2.299677 4.399188 0.00 0.00 0.00
H 2.653968 -1.237853 4.183314 0.00 0.00 -0.01
H 1.407052 0.003021 4.156784 -0.01 0.00 -0.01
H 2.712818 -1.036763 1.737967 -0.01 0.04 0.07
H 2.891019 0.466602 2.382570 0.03 -0.01 -0.04
C 0.396381 3.283063 -3.959760 -0.02 0.02 0.03
N -0.303974 2.023634 -4.093371 -0.19 0.09 -0.03
C -0.502234 1.333392 -5.273087 0.11 -0.01 0.00
C -1.263201 0.262279 -4.967253 0.05 -0.10 0.03
N -1.535695 0.289570 -3.615605 -0.23 0.11 -0.04
B -2.336575 -0.850738 -2.885908 -0.03 0.02 -0.08
N -3.379530 -0.181069 -1.940492 0.03 0.07 -0.16
C -4.317559 0.724902 -2.384766 0.04 0.00 0.01
C -4.936964 1.255200 -1.311511 -0.01 0.04 0.01
N -4.372326 0.661733 -0.199817 -0.02 -0.04 -0.04
C -4.710485 0.971062 1.172485 0.01 -0.01 -0.01
C -3.421185 -0.211675 -0.606383 -0.01 -0.12 0.10
S -2.520349 -1.224518 0.449886 -0.17 0.11 0.14
C -0.973521 1.395170 -3.091169 0.41 -0.25 0.06
S -1.002126 1.937738 -1.474614 -0.10 0.08 0.06
H -0.296486 4.120710 -4.048309 0.01 0.01 0.01
H 1.151378 3.349946 -4.739665 0.01 -0.01 -0.02
H 0.868991 3.320068 -2.981304 0.01 -0.01 -0.01
H -0.071629 1.658401 -6.203036 -0.01 0.01 -0.01
H -1.621610 -0.538452 -5.588776 -0.01 0.01 0.01
H -2.922272 -1.453248 -3.753699 0.05 -0.06 0.02
H -1.592227 -1.548037 -2.244887 0.06 0.02 0.05
H -4.449557 0.921069 -3.433792 -0.01 0.00 0.00
H -5.719921 1.987264 -1.228806 0.00 0.00 0.00
H -5.780177 1.156585 1.246224 0.00 0.00 0.00
H -4.165577 1.854938 1.508309 0.01 0.01 0.02
H -4.438414 0.125587 1.797752 0.00 0.00 0.01
Cl 2.076126 -5.119638 0.723221 0.35 -0.48 0.07
Ge 0.224959 -3.323460 -0.395897 0.48 0.24 0.97
Cl 0.586941 -3.455936 -3.413594 -0.29 0.09 -0.44
Cl 2.413891 -2.774090 -1.150581 0.66 -1.55 -1.22
C -1.478946 4.172521 1.150162 0.00 -0.01 0.01
Sb -0.674308 2.470105 2.168137 -0.06 0.09 0.05
C -1.629447 2.886184 4.053202 0.01 -0.03 -0.01
C 1.207836 3.364004 2.682566 -0.01 -0.02 0.00
H -1.655984 4.980296 1.859944 0.01 -0.01 0.01
H -2.406760 3.901028 0.649491 -0.01 0.01 0.00
H -0.770390 4.493537 0.388917 0.00 -0.01 -0.01
H -1.362855 3.885184 4.396981 0.01 0.01 -0.01
H -1.329548 2.156258 4.804744 0.00 0.01 0.01
H -2.710775 2.829252 3.930148 -0.01 -0.01 0.00
H 1.079622 4.423182 2.902601 -0.01 0.00 0.01
H 1.905389 3.250227 1.853497 0.00 0.01 0.00
H 1.616657 2.865470 3.562057 0.02 0.00 -0.01
Cl 4.242188 -5.111359 -1.596684 0.66 -0.85 0.43
C 3.484093 -3.696539 -2.043602 -0.64 1.25 -1.01
C 2.713389 -3.505687 0.592698 -1.79 1.28 -0.07
C 2.912994 -1.155515 -0.942134 -0.24 0.46 1.70
C 2.626623 -0.278334 -2.043871 0.03 -0.43 0.23
C 2.995452 1.011038 -2.179571 -0.05 -0.02 0.02
C 1.746523 -0.921218 -3.043535 -0.39 -0.19 -0.48
C 1.535021 -2.206444 -2.808294 0.98 0.82 0.65
H 3.189914 -3.099807 1.476298 0.30 -0.08 -0.11
H 3.610559 -1.056742 -0.090127 -0.32 -0.02 -1.04
H 2.647531 1.578872 -3.033778 0.06 -0.04 0.04
H 3.632588 1.504993 -1.458586 0.00 0.02 0.00
H 1.311568 -0.342789 -3.852001 0.02 0.04 0.00
H 3.646849 -3.188551 -2.988462 0.10 -0.51 0.13
```
Forces are in eV/Å.

---

Entry 3:
Entry from the OMol25 dataset: a molecular structure, C20H35Br18N5O3PS (wB97M-V/def2-TZVPD).

Results
2S+1   1
Kohn-Sham gap   7.11 eV
Total energy   -1315767.9093 eV
Total charge   +1

Structure (XYZ):
```
83
Properties=species:S:1:pos:R:3:forces:R:3
C -4.358561 -0.581636 2.111190 0.87 -0.28 -0.91
C -3.834517 -2.139570 2.173989 -2.24 -1.25 6.00
O -4.071893 -2.793597 3.344998 1.89 3.52 -8.01
N -3.183355 -2.784692 0.970412 0.38 -0.58 3.79
C -2.651568 -4.135079 1.396508 -0.59 -2.51 0.69
N -2.219125 -1.983200 0.380616 2.16 4.07 -4.89
C -2.585351 -1.392564 -0.987656 6.04 1.53 3.28
P -4.150464 -1.614811 -2.058415 -2.61 -2.81 0.21
N -5.273911 -2.591428 -1.406878 1.56 0.64 -1.61
N -1.353931 -0.546331 -1.346553 -0.96 -1.69 3.06
C -0.204129 -0.540800 -0.317173 -3.53 -2.56 1.21
O 1.086061 0.157563 -0.417559 -4.94 -1.91 0.58
C 1.422554 0.897655 0.808424 1.83 1.73 1.63
C 1.576459 2.538648 0.579754 0.63 -0.02 0.61
N 2.191889 2.903326 -0.763009 -1.30 1.55 0.79
C 1.172808 3.467595 -1.730820 -0.09 0.99 -0.78
C 0.719720 2.398059 -2.889364 0.25 0.26 -1.12
C 0.252961 3.090966 -4.311616 -0.34 -0.33 -0.34
O 1.804268 1.438553 -3.228158 -0.59 1.74 -0.59
C -0.837157 -1.548577 0.815031 0.57 2.09 -2.08
C -0.088165 -2.013101 2.201182 -1.17 -1.22 -0.06
C 0.789785 -3.383371 1.934581 1.14 0.24 0.24
C 1.742334 -3.334436 0.600087 -0.19 -1.63 -0.59
S 3.305231 -2.279207 0.846100 -0.64 0.20 -0.71
H -4.504338 -0.268441 0.988375 0.25 -0.55 2.18
H -3.488454 0.079941 2.562523 -1.80 -1.27 -0.85
H -5.362044 -0.399534 2.700691 2.26 -0.81 -1.09
H -1.973178 -4.111653 2.360579 -1.39 0.19 -2.07
H -2.125284 -4.744504 0.537605 -1.02 1.75 1.46
H -3.606574 -4.783020 1.702064 2.12 1.61 -0.71
H -3.712184 -2.236696 -3.314332 0.31 1.30 0.93
H -4.786561 -0.325110 -2.326218 1.47 -0.51 0.35
H -5.378797 -3.403125 -2.075494 0.26 0.97 1.16
H -1.387004 -0.041804 -2.262397 0.45 -0.42 1.27
H 2.511090 0.527468 1.128431 -2.83 0.56 -0.98
H 0.658347 0.752708 1.683475 1.42 0.00 -1.79
H 0.552554 3.061842 0.802920 1.72 -0.90 -0.66
H 2.336564 2.952442 1.401572 -1.70 -1.27 -1.49
H 2.924823 3.663215 -0.627424 -1.37 -1.53 0.01
H 1.664138 4.432968 -2.225233 -1.04 -2.16 0.74
H 0.192037 3.873376 -1.189250 1.93 -0.93 -1.05
H -0.185429 1.787258 -2.468380 1.76 0.89 -0.73
H 1.204478 3.464879 -4.927433 -2.06 -0.57 1.55
H -0.539983 3.950173 -4.173159 1.78 -1.53 -0.17
H -0.269484 2.283636 -5.018074 1.19 1.59 1.70
H 2.351648 1.801185 -4.003412 -1.38 -0.56 1.69
H -0.918164 -2.313671 3.004575 1.67 0.88 -1.82
H 0.551177 -1.171587 2.704582 -1.21 -1.50 -1.43
H 1.500688 -3.516677 2.882770 -1.53 0.33 -2.03
H 0.140211 -4.360844 1.888036 1.09 2.14 -0.04
H 1.186618 -3.050048 -0.393330 0.96 -0.36 2.09
H 2.152277 -4.442537 0.431795 -0.97 2.43 0.39
H 3.507878 -1.557736 -0.349962 -0.74 -1.00 1.10
C 3.536184 2.070451 4.625587 0.32 0.03 0.19
Br 3.503044 0.557227 3.403510 0.11 0.27 0.58
Br 4.394608 3.624423 3.830386 -0.33 -0.45 0.16
Br 1.762591 2.491551 5.304578 0.32 -0.04 -0.25
H 4.145606 1.773621 5.485543 -0.30 0.13 -0.37
C -0.736744 -3.567929 -5.025161 0.19 -0.25 -0.44
Br -0.958732 -2.685547 -6.744620 -0.11 -0.33 0.57
Br -0.645241 -2.289409 -3.561917 0.14 -0.54 -0.53
Br -2.104197 -4.917888 -4.722392 0.29 0.45 0.01
H 0.225862 -4.089004 -5.055121 -0.41 0.25 0.06
C -0.496189 -0.418018 6.459394 0.10 0.16 0.21
Br -1.331430 -0.502797 8.214273 0.21 -0.03 -0.58
Br 0.690278 -1.927936 6.148728 -0.27 0.33 0.01
Br -1.812329 -0.227584 5.039713 0.34 -0.35 0.45
H 0.123877 0.484366 6.443695 -0.26 -0.44 -0.03
C -4.504085 3.175232 4.163893 -0.22 0.06 -0.16
Br -2.565739 3.019100 4.217300 -0.49 0.30 -0.12
Br -5.362926 1.960724 5.417461 0.29 0.29 -0.31
Br -5.089640 5.012552 4.419556 0.19 -0.52 -0.03
H -4.821448 2.875303 3.159728 0.16 0.15 0.46
C 6.384427 2.949248 -0.926498 0.05 -0.18 -0.30
Br 8.322773 2.793117 -0.873091 -0.58 0.08 0.05
Br 5.525586 1.734741 0.327070 0.21 0.31 -0.17
Br 5.798872 4.786569 -0.670835 0.09 -0.42 0.02
H 6.067064 2.649320 -1.930664 0.12 0.15 0.47
C 2.622510 0.754302 -7.537678 -0.13 -0.04 -0.28
Br 3.631040 2.235979 -6.781425 -0.20 -0.35 -0.08
Br 3.770627 -0.486011 -8.500754 -0.30 0.36 0.34
Br 1.546873 -0.150371 -6.192851 0.41 0.28 -0.34
H 1.927884 1.180598 -8.268972 0.33 -0.17 0.35
```
Forces are in eV/Å.